(1)
Below is C16H19Cl22N2O5S4 as an isolated structure, with properties calculated with ωB97M-V/def2-TZVPD.

Properties
Maximum force = 0.881 eV/Å
Molar mass = 1227.57 g mol⁻¹
Net charge = -1
Frontier orbital gap = 0.283 Eh
LUMO level = 1.6 eV
Calculated total energy = -12823.73921 Eh
HOMO energy = -6.1 eV

The geometry in XYZ format:
```
68
Properties=species:S:1:pos:R:3:lowdin_charge:R:1
C -5.4338 1.1812 1.8990 -0.15
C -4.0766 1.8980 1.8760 -0.77
Cl -2.9089 0.8438 2.7191 0.68
C -3.6461 2.2500 0.4539 -0.72
Cl -4.7759 3.5357 -0.0645 0.67
S -1.9461 2.9751 0.2687 0.47
O -2.0486 3.8286 -0.8886 -0.36
O -1.6840 3.5873 1.5560 -0.34
N -1.1083 1.6438 -0.0274 -0.34
S 0.4878 1.8279 -0.1890 0.50
O 0.9188 0.9560 -1.2642 -0.39
O 0.8966 3.2138 -0.2710 -0.40
C 1.2861 1.1787 1.3041 -0.24
C 0.3687 0.6455 2.4215 -0.30
C 0.5174 -0.8654 2.6899 -0.53
S -0.7949 -1.9063 2.0345 0.90
C -0.3100 -2.1663 0.3552 -1.03
S 1.2262 -2.0128 -0.1856 0.72
N -1.4023 -2.5540 -0.4083 -0.17
C -1.1059 -2.8795 -1.8132 -0.18
C -1.2665 -1.6442 -2.6851 -0.17
O -2.6688 -1.4241 -2.8412 -0.13
C -3.3745 -1.5304 -1.6174 -0.19
C -2.5045 -1.5197 -0.3692 -0.17
H -6.1253 1.6306 1.1873 0.05
H -5.3045 0.1309 1.6265 0.06
H -5.8748 1.2215 2.8956 0.08
H -4.1398 2.8324 2.4295 0.09
H -3.7601 1.4194 -0.2434 0.08
H 1.8994 2.0112 1.6504 0.09
H 1.9603 0.3865 0.9796 0.05
H -0.6697 0.8954 2.2089 -0.02
H 0.6149 1.1546 3.3585 0.09
H 0.4820 -1.0313 3.7711 0.07
H 1.4719 -1.2612 2.3430 0.01
H -0.1436 -3.3762 -1.9046 0.08
H -1.8749 -3.5864 -2.1443 0.13
H -0.7638 -0.7685 -2.2593 0.11
H -0.8627 -1.8014 -3.6875 0.12
H -4.0541 -0.6754 -1.5251 0.12
H -4.0058 -2.4309 -1.6370 0.12
H -3.1300 -1.6642 0.5143 0.10
H -2.0475 -0.5304 -0.2750 0.08
C 4.0802 -3.0468 -3.1806 -2.05
Cl 4.2160 -4.7495 -2.7079 0.51
Cl 5.4548 -2.6161 -4.2117 0.48
Cl 2.5790 -2.8138 -4.0856 0.53
Cl 4.0702 -2.0300 -1.7546 0.52
C -5.0027 -3.0745 4.6928 -2.05
Cl -6.4900 -2.4624 5.4348 0.51
Cl -4.0932 -1.7360 4.0037 0.51
Cl -4.0344 -3.8961 5.9250 0.51
Cl -5.4228 -4.2281 3.4180 0.51
C 3.9534 1.2927 5.2126 -2.05
Cl 2.9211 2.7175 5.0930 0.54
Cl 5.6394 1.7579 4.9555 0.52
Cl 3.7848 0.5704 6.8194 0.51
Cl 3.4679 0.1226 3.9876 0.59
C 8.2781 -0.3736 -6.4766 -2.06
Cl 7.0896 0.6474 -5.6760 0.54
Cl 9.8585 0.4202 -6.4568 0.51
Cl 8.3913 -1.9220 -5.6304 0.50
Cl 7.7889 -0.6582 -8.1516 0.52
C 3.0209 4.0920 -3.0802 -2.05
Cl 2.5540 2.6616 -4.0061 0.53
Cl 1.6085 5.0903 -2.7816 0.56
Cl 3.7538 3.5892 -1.5621 0.55
Cl 4.2148 5.0255 -4.0221 0.47
```

(2)
Below is C16H19Cl2IrN7OS2 as an isolated structure in a non-equilibrium geometry, with properties calculated with ωB97M-V/def2-TZVPD.

Properties
Maximum force = 2.696 eV/Å
Spin multiplicity = 2
Energy above the lowest of the compared OMol25 structures with the same formula, charge and spin = 3.829 eV
Molar mass = 652.63 g mol⁻¹
Net charge = +2
Frontier orbital gap (alpha / beta) = 0.195 / 0.215 Eh
LUMO level (alpha / beta) = -8.8 / -8.3 eV
Calculated total energy = -2900.11054 Eh
HOMO energy (alpha / beta) = -14.1 / -14.2 eV
Expectation value of S² = 0.89

The geometry in XYZ format:
```
48
Properties=species:S:1:pos:R:3:lowdin_spin:R:1
Ir 0.3680 0.1150 -0.0759 0.97
C -4.9932 3.3483 1.0292 0.00
C -4.3744 2.7731 -0.2376 0.00
N -4.0627 1.3765 -0.0507 -0.01
C -2.8957 0.7778 -0.2017 -0.01
S -1.5127 1.6854 -0.7680 0.06
N -2.8202 -0.5136 0.0380 -0.09
N -1.6865 -1.1437 -0.0473 -0.13
C -1.6167 -2.4372 0.1112 0.00
C -2.8000 -3.2527 0.4852 -0.01
C -0.3186 -3.0429 -0.1211 0.00
C -0.1353 -4.4304 -0.0879 0.01
C 1.1140 -4.9593 -0.3541 0.00
C 2.1618 -4.0974 -0.6364 0.01
C 1.9093 -2.7324 -0.6314 0.01
N 0.7139 -2.2221 -0.3901 0.08
H -5.3558 4.3527 0.8421 0.00
H -4.2580 3.3920 1.8286 0.00
H -5.8404 2.7512 1.3551 0.00
H -3.4586 3.3054 -0.4968 0.00
H -5.0779 2.8620 -1.0714 0.00
H -4.8329 0.7978 0.2665 0.00
H -3.6733 -2.6172 0.5959 0.00
H -2.6245 -3.7738 1.4263 0.00
H -3.0113 -4.0026 -0.2755 0.00
H -0.9648 -5.0822 0.1314 0.00
H 1.2666 -6.0264 -0.3378 0.00
H 3.1475 -4.4718 -0.8628 0.00
H 2.7079 -2.0352 -0.8362 0.00
Cl 1.0129 2.7831 1.0727 0.04
C 1.0133 4.2473 0.0631 0.01
Cl 1.7200 3.9035 -1.5164 0.00
H 1.6183 5.0012 0.5678 0.00
H -0.0184 4.5791 -0.0663 0.00
O 0.0388 0.5649 4.1425 0.01
C 0.2798 0.2572 3.0550 0.01
N 0.5456 -0.0905 1.9432 0.03
S 1.5936 0.4560 -2.4420 0.00
C 3.0026 0.5742 -1.5458 0.00
N 4.2241 0.7989 -2.1154 0.00
C 5.3305 0.9451 -1.3636 0.00
C 5.2351 0.8593 0.0021 0.00
C 3.9690 0.5685 0.5452 0.00
N 2.9089 0.4238 -0.2085 0.02
H 4.2740 0.8785 -3.1282 0.00
H 6.2630 1.1213 -1.8804 0.00
H 6.0900 1.0013 0.6370 0.00
H 3.8248 0.4304 1.6103 0.00
```

(3)
Below is C16H19ClN2O3 as an isolated structure in a non-equilibrium geometry, with properties calculated with ωB97M-V/def2-TZVPD.

Properties
Maximum force = 14.229 eV/Å
Energy above the lowest of the compared OMol25 structures with the same formula, charge and spin = 13.029 eV
Molar mass = 322.79 g mol⁻¹
Frontier orbital gap = 0.334 Eh
LUMO level = 0.3 eV
Calculated total energy = -1416.12034 Eh
HOMO energy = -8.8 eV

The geometry in XYZ format:
```
41
Properties=species:S:1:pos:R:3:lowdin_charge:R:1
O 0.0076 -1.2252 0.3450 0.11
C -0.2890 -0.1358 -0.0511 -0.55
N -1.4820 0.4592 0.3045 0.10
H -1.8910 1.2251 -0.0585 0.07
C -2.5696 -0.5755 0.9432 -0.08
H -2.1192 -1.3387 1.5732 0.10
H -3.0908 0.0847 2.0735 0.20
C -3.7675 -0.8945 0.1049 -0.29
C -4.6860 0.2253 -0.4713 -0.15
H -4.3947 0.2766 -1.4487 0.08
C -6.1265 -0.0847 -0.0963 -0.11
H -6.6494 0.4213 0.5493 0.03
H -6.6641 -0.4488 -1.1219 0.15
C -5.8359 -1.6249 0.4413 -0.23
H -5.8652 -2.4437 -0.5601 0.16
H -6.6655 -2.0576 1.2679 0.15
O -4.5614 -1.8646 1.0864 -0.15
H -4.4857 1.0976 0.2041 0.13
H -3.2244 -1.4291 -0.6470 0.13
C 0.3400 0.9007 -0.7916 -0.17
H -0.2584 1.0632 -1.9000 0.21
C 0.6102 2.2173 0.0185 0.00
C 2.1269 1.9799 0.4532 -0.30
O 2.6129 2.5842 1.4179 0.04
N 2.6445 0.9653 -0.5104 0.01
C 4.0022 0.2627 -0.0963 -0.20
C 4.6933 0.3514 1.0410 -0.08
C 5.9726 0.1424 1.1787 -0.11
C 6.3621 -0.9190 0.3642 -0.61
C 5.7313 -1.2297 -0.8015 -0.10
C 4.4552 -0.5209 -1.0910 -0.01
H 3.8553 -0.9069 -2.0547 0.16
H 6.1249 -1.8230 -1.5965 0.09
Cl 7.9883 -1.7072 0.4387 0.58
H 6.4843 0.1498 2.0915 0.10
H 4.3377 1.4122 1.8258 0.22
C 1.7609 0.2570 -1.4289 -0.06
H 1.6944 -0.8194 -0.9044 0.17
H 2.0293 0.5782 -2.2517 0.03
H -0.0572 2.4740 0.7870 0.11
H 0.8494 2.9212 -0.6280 0.07
```

Please write out number 2 again, unchanged.
Below is C16H19Cl2IrN7OS2 as an isolated structure in a non-equilibrium geometry, with properties calculated with ωB97M-V/def2-TZVPD.

Properties
Maximum force = 2.696 eV/Å
Spin multiplicity = 2
Energy above the lowest of the compared OMol25 structures with the same formula, charge and spin = 3.829 eV
Molar mass = 652.63 g mol⁻¹
Net charge = +2
Frontier orbital gap (alpha / beta) = 0.195 / 0.215 Eh
LUMO level (alpha / beta) = -8.8 / -8.3 eV
Calculated total energy = -2900.11054 Eh
HOMO energy (alpha / beta) = -14.1 / -14.2 eV
Expectation value of S² = 0.89

The geometry in XYZ format:
```
48
Properties=species:S:1:pos:R:3:lowdin_spin:R:1
Ir 0.3680 0.1150 -0.0759 0.97
C -4.9932 3.3483 1.0292 0.00
C -4.3744 2.7731 -0.2376 0.00
N -4.0627 1.3765 -0.0507 -0.01
C -2.8957 0.7778 -0.2017 -0.01
S -1.5127 1.6854 -0.7680 0.06
N -2.8202 -0.5136 0.0380 -0.09
N -1.6865 -1.1437 -0.0473 -0.13
C -1.6167 -2.4372 0.1112 0.00
C -2.8000 -3.2527 0.4852 -0.01
C -0.3186 -3.0429 -0.1211 0.00
C -0.1353 -4.4304 -0.0879 0.01
C 1.1140 -4.9593 -0.3541 0.00
C 2.1618 -4.0974 -0.6364 0.01
C 1.9093 -2.7324 -0.6314 0.01
N 0.7139 -2.2221 -0.3901 0.08
H -5.3558 4.3527 0.8421 0.00
H -4.2580 3.3920 1.8286 0.00
H -5.8404 2.7512 1.3551 0.00
H -3.4586 3.3054 -0.4968 0.00
H -5.0779 2.8620 -1.0714 0.00
H -4.8329 0.7978 0.2665 0.00
H -3.6733 -2.6172 0.5959 0.00
H -2.6245 -3.7738 1.4263 0.00
H -3.0113 -4.0026 -0.2755 0.00
H -0.9648 -5.0822 0.1314 0.00
H 1.2666 -6.0264 -0.3378 0.00
H 3.1475 -4.4718 -0.8628 0.00
H 2.7079 -2.0352 -0.8362 0.00
Cl 1.0129 2.7831 1.0727 0.04
C 1.0133 4.2473 0.0631 0.01
Cl 1.7200 3.9035 -1.5164 0.00
H 1.6183 5.0012 0.5678 0.00
H -0.0184 4.5791 -0.0663 0.00
O 0.0388 0.5649 4.1425 0.01
C 0.2798 0.2572 3.0550 0.01
N 0.5456 -0.0905 1.9432 0.03
S 1.5936 0.4560 -2.4420 0.00
C 3.0026 0.5742 -1.5458 0.00
N 4.2241 0.7989 -2.1154 0.00
C 5.3305 0.9451 -1.3636 0.00
C 5.2351 0.8593 0.0021 0.00
C 3.9690 0.5685 0.5452 0.00
N 2.9089 0.4238 -0.2085 0.02
H 4.2740 0.8785 -3.1282 0.00
H 6.2630 1.1213 -1.8804 0.00
H 6.0900 1.0013 0.6370 0.00
H 3.8248 0.4304 1.6103 0.00
```

Please write out number 1 again, unchanged.
Below is C16H19Cl22N2O5S4 as an isolated structure, with properties calculated with ωB97M-V/def2-TZVPD.

Properties
Maximum force = 0.881 eV/Å
Molar mass = 1227.57 g mol⁻¹
Net charge = -1
Frontier orbital gap = 0.283 Eh
LUMO level = 1.6 eV
Calculated total energy = -12823.73921 Eh
HOMO energy = -6.1 eV

The geometry in XYZ format:
```
68
Properties=species:S:1:pos:R:3:lowdin_charge:R:1
C -5.4338 1.1812 1.8990 -0.15
C -4.0766 1.8980 1.8760 -0.77
Cl -2.9089 0.8438 2.7191 0.68
C -3.6461 2.2500 0.4539 -0.72
Cl -4.7759 3.5357 -0.0645 0.67
S -1.9461 2.9751 0.2687 0.47
O -2.0486 3.8286 -0.8886 -0.36
O -1.6840 3.5873 1.5560 -0.34
N -1.1083 1.6438 -0.0274 -0.34
S 0.4878 1.8279 -0.1890 0.50
O 0.9188 0.9560 -1.2642 -0.39
O 0.8966 3.2138 -0.2710 -0.40
C 1.2861 1.1787 1.3041 -0.24
C 0.3687 0.6455 2.4215 -0.30
C 0.5174 -0.8654 2.6899 -0.53
S -0.7949 -1.9063 2.0345 0.90
C -0.3100 -2.1663 0.3552 -1.03
S 1.2262 -2.0128 -0.1856 0.72
N -1.4023 -2.5540 -0.4083 -0.17
C -1.1059 -2.8795 -1.8132 -0.18
C -1.2665 -1.6442 -2.6851 -0.17
O -2.6688 -1.4241 -2.8412 -0.13
C -3.3745 -1.5304 -1.6174 -0.19
C -2.5045 -1.5197 -0.3692 -0.17
H -6.1253 1.6306 1.1873 0.05
H -5.3045 0.1309 1.6265 0.06
H -5.8748 1.2215 2.8956 0.08
H -4.1398 2.8324 2.4295 0.09
H -3.7601 1.4194 -0.2434 0.08
H 1.8994 2.0112 1.6504 0.09
H 1.9603 0.3865 0.9796 0.05
H -0.6697 0.8954 2.2089 -0.02
H 0.6149 1.1546 3.3585 0.09
H 0.4820 -1.0313 3.7711 0.07
H 1.4719 -1.2612 2.3430 0.01
H -0.1436 -3.3762 -1.9046 0.08
H -1.8749 -3.5864 -2.1443 0.13
H -0.7638 -0.7685 -2.2593 0.11
H -0.8627 -1.8014 -3.6875 0.12
H -4.0541 -0.6754 -1.5251 0.12
H -4.0058 -2.4309 -1.6370 0.12
H -3.1300 -1.6642 0.5143 0.10
H -2.0475 -0.5304 -0.2750 0.08
C 4.0802 -3.0468 -3.1806 -2.05
Cl 4.2160 -4.7495 -2.7079 0.51
Cl 5.4548 -2.6161 -4.2117 0.48
Cl 2.5790 -2.8138 -4.0856 0.53
Cl 4.0702 -2.0300 -1.7546 0.52
C -5.0027 -3.0745 4.6928 -2.05
Cl -6.4900 -2.4624 5.4348 0.51
Cl -4.0932 -1.7360 4.0037 0.51
Cl -4.0344 -3.8961 5.9250 0.51
Cl -5.4228 -4.2281 3.4180 0.51
C 3.9534 1.2927 5.2126 -2.05
Cl 2.9211 2.7175 5.0930 0.54
Cl 5.6394 1.7579 4.9555 0.52
Cl 3.7848 0.5704 6.8194 0.51
Cl 3.4679 0.1226 3.9876 0.59
C 8.2781 -0.3736 -6.4766 -2.06
Cl 7.0896 0.6474 -5.6760 0.54
Cl 9.8585 0.4202 -6.4568 0.51
Cl 8.3913 -1.9220 -5.6304 0.50
Cl 7.7889 -0.6582 -8.1516 0.52
C 3.0209 4.0920 -3.0802 -2.05
Cl 2.5540 2.6616 -4.0061 0.53
Cl 1.6085 5.0903 -2.7816 0.56
Cl 3.7538 3.5892 -1.5621 0.55
Cl 4.2148 5.0255 -4.0221 0.47
```

Q: Which value of maximum force does entry 2 give?
A: 2.696 eV/Å